Entry 1:
Computed, not measured: 2 unconnected molecules or ions with the total composition C17H26N3, with ωB97M-V/def2-TZVPD.

Computed properties:
Kohn-Sham gap ... 8.85 eV
Highest occupied orbital energy ... -11.4 eV
E_LUMO ... -2.57 eV

Geometry as ORCA input:
```
! RIJCOSX wB97M-V def2-TZVPD def2/J DEFGRID3
* xyz 1 1
C -2.0969 -0.5470 0.8392
N -1.3619 -1.7529 0.5016
C -2.1044 -2.9952 0.5853
C -1.4218 -4.0556 -0.2378
C -0.0059 -4.2109 0.2218
N 0.6526 -2.9206 0.2884
C 2.0875 -3.0523 0.4565
C 2.7571 -1.7296 0.7006
C 2.0717 -0.5816 -0.0105
N 0.6666 -0.5734 0.3275
C -0.0081 -1.7479 0.3868
H -1.8358 0.2939 0.1879
H -3.1612 -0.7544 0.7030
H -1.9260 -0.2339 1.8796
H -2.1807 -3.3347 1.6316
H -3.1196 -2.7996 0.2255
H -1.9354 -5.0137 -0.1368
H -1.4413 -3.7915 -1.2992
H 0.0394 -4.7035 1.2065
H 0.5750 -4.8436 -0.4612
H 2.2833 -3.7239 1.3005
H 2.4781 -3.5604 -0.4338
H 2.7557 -1.5381 1.7754
H 3.8079 -1.8049 0.4118
H 2.5094 0.3712 0.2903
H 2.2028 -0.6752 -1.1009
C 2.0000 3.2299 0.7927
C 0.7110 2.5232 0.4854
C 0.1020 1.8242 1.5090
C -0.0448 2.9600 -0.7002
C -0.9601 2.1020 -1.3425
C -1.8750 2.5740 -2.2880
C -1.8980 3.9353 -2.6218
C -0.9544 4.7912 -2.0535
C -0.0090 4.3126 -1.1426
H 2.5844 3.4322 -0.1128
H 1.8121 4.2029 1.2827
H 2.6130 2.6400 1.4921
H 0.2138 0.2809 0.6899
H 0.7250 1.4868 2.3469
H -0.9747 1.9316 1.6903
H -0.8891 1.0301 -1.1329
H -2.5809 1.8838 -2.7514
H -2.6341 4.3028 -3.3391
H -0.9748 5.8533 -2.3128
H 0.7453 4.9822 -0.7310
*
```


Entry 2:
Computed, not measured: 6 unconnected molecules or ions with the total composition C16H48N4O6, with ωB97M-V/def2-TZVPD.

Computed properties:
Kohn-Sham gap ... 9.29 eV
Highest occupied orbital energy ... -8.9 eV
SMILES string ... COC[C@H](C)N.COC[C@H](C)N.COC[C@H](C)N.COC[C@H](C)N.O.O
E_LUMO ... 0.35 eV

Geometry as ORCA input:
```
! RIJCOSX wB97M-V def2-TZVPD def2/J DEFGRID3
* xyz 0 1
C 5.4636 6.3746 -32.5335
O 4.3037 5.9803 -31.8821
C 3.6076 6.9276 -31.0292
C 4.4557 7.7595 -29.9490
C 5.0949 6.9127 -28.9174
N 3.5819 8.8312 -29.3349
H 6.1102 5.5033 -32.6374
H 6.0773 7.2189 -32.2195
H 5.0617 6.7532 -33.4732
H 3.0934 7.5578 -31.7549
H 2.7602 6.3193 -30.7129
H 5.2265 8.3249 -30.4727
H 4.5178 7.0628 -28.0050
H 6.0320 7.3365 -28.5563
H 5.2196 5.8707 -29.2120
H 4.1467 9.5017 -28.8334
H 3.1020 9.2748 -30.1050
C 10.7410 1.1854 -30.4376
O 9.5086 0.4724 -30.4307
C 8.4575 1.5283 -30.2819
C 7.0616 0.8009 -30.4352
C 6.7078 0.2224 -31.8551
N 6.0654 1.8305 -30.2760
H 11.4896 0.4090 -30.5951
H 11.0015 1.6925 -29.5086
H 10.7391 1.9890 -31.1741
H 8.6237 1.9746 -29.3015
H 8.5729 2.3766 -30.9566
H 6.7322 -0.0291 -29.8101
H 6.0416 -0.6404 -31.8546
H 7.6288 -0.2353 -32.2161
H 6.3682 0.9223 -32.6186
H 5.2828 1.2089 -30.1303
H 5.8245 2.4504 -31.0361
C 7.9494 -0.2882 -19.5285
O 7.6762 -1.1417 -20.6457
C 7.9090 -0.4168 -21.8290
C 8.2964 -1.4016 -23.0508
C 9.6479 -2.0698 -22.7908
N 8.5347 -0.6106 -24.2047
H 8.9886 0.0407 -19.5362
H 7.8095 -0.6905 -18.5251
H 7.3216 0.6026 -19.5113
H 7.0410 0.2253 -21.9785
H 8.8374 0.1518 -21.7754
H 7.5849 -2.1722 -23.3476
H 10.0308 -2.6716 -23.6150
H 9.5783 -2.7101 -21.9114
H 10.4761 -1.4442 -22.4579
H 7.5969 -0.3364 -24.4608
H 9.1920 0.1265 -23.9930
C 3.0723 -1.7080 -24.6891
O 3.3728 -1.9083 -26.0030
C 2.7776 -3.1079 -26.4656
C 3.2532 -3.3655 -27.9062
C 2.3047 -4.2493 -28.7276
N 4.6966 -3.6648 -28.0924
H 2.0217 -1.4381 -24.5818
H 3.7327 -0.9054 -24.3606
H 3.3787 -2.5863 -24.1210
H 2.9152 -4.0052 -25.8623
H 1.7049 -2.9191 -26.5069
H 3.1848 -2.4072 -28.4210
H 2.6641 -4.5334 -29.7167
H 1.4337 -3.6878 -29.0653
H 2.1123 -5.2167 -28.2635
H 4.9818 -4.6176 -27.9164
H 5.3106 -3.0970 -27.5261
O 1.9271 4.7330 -24.4205
H 1.6091 5.2246 -25.1778
H 2.7605 4.3608 -24.7087
O 5.6533 2.3084 -25.3478
H 5.0856 1.5490 -25.4795
H 5.9834 2.5157 -26.2221
*
```


Entry 3:
Computed, not measured: a single C14H16N2O4 molecule, with ωB97M-V/def2-TZVPD.

Computed properties:
Kohn-Sham gap ... 8.98 eV
Highest occupied orbital energy ... -9.5 eV
SMILES string ... COCCCNC(=O)CN1C(=O)c2ccccc2C1=O
E_LUMO ... -0.51 eV

Geometry as ORCA input:
```
! RIJCOSX wB97M-V def2-TZVPD def2/J DEFGRID3
* xyz 0 1
C 1.7529 -1.0782 -1.9229
O 0.6619 -0.7213 -1.1092
C -0.5793 -1.2605 -1.5216
C -1.1918 -0.6131 -2.7744
C -1.1014 0.9279 -2.7672
N -1.0487 1.4729 -1.4343
C -2.1195 1.9484 -0.7741
O -3.1985 2.1597 -1.2778
C -1.8322 2.2661 0.7048
N -0.8772 1.3634 1.2992
C 0.4775 1.6509 1.4272
O 0.9888 2.6964 1.1144
C 1.0893 0.4266 1.9930
C 2.3994 0.1427 2.3145
C 2.6813 -1.1259 2.8125
C 1.6801 -2.0696 2.9792
C 0.3576 -1.7812 2.6553
C 0.0798 -0.5244 2.1622
C -1.1991 0.0747 1.7123
O -2.3037 -0.4029 1.6825
H 1.6627 -0.6649 -2.9326
H 1.8505 -2.1677 -1.9923
H 2.6388 -0.6654 -1.4437
H -0.4793 -2.3423 -1.6877
H -1.2485 -1.1086 -0.6718
H -2.2364 -0.9225 -2.8048
H -0.7044 -0.9897 -3.6746
H -0.2001 1.2529 -3.2949
H -1.9751 1.3551 -3.2629
H -0.1984 1.2680 -0.9306
H -1.4260 3.2795 0.7727
H -2.7772 2.2093 1.2497
H 3.1740 0.8816 2.1803
H 3.6984 -1.3799 3.0716
H 1.9306 -3.0464 3.3653
H -0.4267 -2.5114 2.7804
*
```


Entry 4:
Computed, not measured: a molecular structure, C23H23PSbYb, with ωB97M-V/def2-TZVPD.

Computed properties:
Kohn-Sham gap (alpha / beta) ... 4.21 / 4.79 eV
Highest occupied orbital energy (alpha / beta) ... -4.8 / -5.3 eV
⟨S²⟩ ... 0.752
E_LUMO (alpha / beta) ... -0.55 / -0.53 eV

Geometry as ORCA input:
```
! RIJCOSX wB97M-V def2-TZVPD def2/J DEFGRID3
* xyz 0 2
C -0.3609 -0.6589 -4.8697
C -1.2001 0.4737 -4.4602
C -0.2973 1.4788 -3.9634
C 1.0394 1.0460 -4.1157
C 0.9754 -0.3030 -4.6354
Yb 0.6129 -2.1224 -0.6163
P -0.1218 -4.4856 -1.8470
H -0.7502 -1.4788 -5.4914
H -2.2087 0.4903 -4.4552
H -0.6219 2.3731 -3.4184
H 1.8520 -0.8853 -5.0028
H 1.9177 1.5033 -3.7708
H 1.1559 -5.0001 -2.3592
H -1.2996 -4.9451 -2.5038
H -0.1736 -4.6203 -0.3403
C -0.5832 4.7386 3.2392
C 0.4755 4.6876 2.2964
C 0.5567 3.6120 1.4068
C -0.3990 2.5472 1.3868
C -1.4365 2.6239 2.3623
C -1.5409 3.6924 3.2641
Sb -0.2126 1.0818 -0.1294
C 1.6374 0.1106 0.6541
C 2.6292 -0.3149 -0.2898
C 3.7588 -0.9805 0.1926
C 3.9460 -1.1706 1.5706
C 2.9928 -0.6951 2.5121
C 1.8599 -0.0376 2.0544
C -1.4778 -0.6475 0.5332
C -0.9931 -1.7855 1.2316
C -1.9152 -2.7442 1.6874
C -3.2868 -2.5859 1.4322
C -3.7606 -1.4695 0.7119
C -2.8734 -0.4994 0.2527
H -0.6642 5.6023 3.9563
H 1.2147 5.4968 2.2821
H 1.3888 3.5876 0.6966
H -2.1738 1.8213 2.4061
H -2.3572 3.7410 3.9996
H 2.5324 -0.0268 -1.3753
H 4.5088 -1.2917 -0.5049
H 4.8871 -1.7029 1.9500
H 3.1695 -0.8318 3.5483
H 1.1232 0.3892 2.7891
H 0.0937 -1.8937 1.4597
H -1.5540 -3.5835 2.2410
H -4.0214 -3.3679 1.8076
H -4.8110 -1.3583 0.5229
H -3.2332 0.3894 -0.2990
*
```


Quick rundown of relative energy (zero: lowest compared OMol25 entry of this formula, charge and spin), same order as above: 10.0, 102.2, 1.9, 28.6 kcal/mol
Quick rundown of strongest force on any atom, same order as above: 2.186, 3.577, 0.694, 5.408 eV/Å